Record 1
106
Properties=species:S:1:pos:R:3:forces:R:3 method="wB97M-V/def2-TZVPD" total_charge=0 multiplicity=1 orbital_gap_ev=7.578 total_energy_ha=-32970.48268
C 1.3411 -4.0130 -0.9962 0.1875 -0.2126 0.7351
C 0.4180 -3.0692 -1.2324 0.1023 0.0243 0.0987
C 0.0477 -1.9502 -0.2364 -0.6207 -1.6949 -0.7325
C 0.7135 -2.2690 1.1265 -0.3455 0.5037 0.2671
C 2.1921 -2.0008 1.3383 -0.7237 -0.6979 -1.0845
O 2.5616 -1.2618 2.1894 0.6825 1.0446 1.5438
O -1.3941 -1.9474 -0.1693 0.5237 0.0662 0.5803
C -2.0117 -3.0383 0.4609 -2.2975 -0.4711 1.2195
C -2.4613 -2.6819 1.9292 1.3605 0.4277 0.1483
N -2.8709 -1.2882 2.0988 -0.2589 -0.2991 -0.2997
C -3.2971 -3.4999 -0.3137 0.5523 0.5544 -0.6901
C -3.7335 -2.5574 -1.4480 0.0879 -0.3457 0.0656
C -4.2029 -1.1575 -0.9971 -0.8412 -0.8422 0.1419
C -5.4864 -0.7638 -1.7370 -0.0494 0.2804 -0.5628
C -5.2632 -0.2783 -3.1909 -0.3622 0.5553 0.7556
N -5.2729 1.1887 -3.2301 -0.9031 -0.3926 1.2293
C 0.4441 -0.5343 -0.8651 -0.3825 0.4997 -0.4861
C -0.7805 0.1109 -1.6070 0.5956 -0.2455 -0.8763
C -1.3436 -0.5586 -2.8800 -0.8932 0.3365 -0.5695
C -1.4390 0.3961 -4.1149 -0.5236 -0.3987 0.4005
C -2.7957 0.2694 -4.7906 2.3927 -1.4734 -0.1364
O -3.5774 1.1285 -4.8802 -0.8834 2.0447 -1.1829
O -3.0667 -0.9644 -5.3170 0.4171 -0.2291 -0.6034
N 0.8941 0.4209 0.1338 0.1122 -0.9409 -0.3700
C 1.7913 1.4816 -0.2460 0.5988 1.1377 1.7279
C 2.6281 1.9159 0.9880 0.8578 0.7357 -1.6951
C 3.6987 2.9516 0.5096 -0.2062 0.2597 1.0395
C 5.0677 2.6089 1.1257 -0.8072 0.3789 -0.2483
C -0.0477 0.7432 1.1881 0.4990 0.4101 0.2255
C -0.6487 2.1533 1.2192 -1.6089 -0.0440 1.0645
C -1.9505 2.0831 2.0443 0.9751 0.4212 0.2347
F -1.0110 2.6683 -0.0233 0.2847 -0.2737 -0.1565
P 1.6914 -0.9233 -2.2375 0.0286 -0.6268 -1.2995
C 3.4026 -1.1443 -1.5745 -0.1071 0.7186 0.8994
C 1.8517 0.5462 -3.3951 0.5898 0.0778 0.9332
H 2.0978 -4.3026 -1.7152 -0.8935 -1.0064 -0.6045
H 1.3657 -4.4992 -0.0248 1.0821 0.7864 0.3421
H -0.1243 -3.1621 -2.1636 0.4400 1.1660 -0.4812
H 0.1911 -1.7037 1.8955 0.1571 0.1677 0.0140
H 0.5515 -3.3139 1.3992 -0.0360 -0.1017 -0.2559
H 2.9490 -2.5416 0.7454 -0.2696 -0.1699 -0.2108
H -1.4129 -3.9479 0.5639 0.5776 0.3019 -0.2874
H -3.2173 -3.3815 2.2819 -0.1181 -0.0338 -0.2253
H -1.6035 -2.8406 2.5937 -0.0030 -0.1659 -0.0679
H -2.2318 -0.7775 2.6878 -0.2071 -0.0170 0.1422
H -3.8125 -1.2110 2.4520 0.0627 0.1585 0.0996
H -4.1469 -3.6283 0.3584 0.1353 0.0408 0.1882
H -3.0909 -4.4868 -0.7392 -0.0796 0.0457 -0.0696
H -4.5938 -3.0320 -1.9275 0.0641 -0.0874 -0.0540
H -2.9425 -2.5524 -2.2024 -0.1288 0.1616 0.0731
H -4.4806 -1.2532 0.0540 0.1963 0.1369 0.1002
H -3.4255 -0.3932 -1.0374 -0.1393 -0.0437 -0.0605
H -6.0183 0.0233 -1.2002 0.1060 0.1157 -0.0753
H -6.1894 -1.6025 -1.7779 0.2380 -0.2002 0.2558
H -4.3365 -0.7297 -3.5749 -0.4639 0.0319 0.1620
H -6.0788 -0.6173 -3.8298 0.0426 -0.1070 -0.0147
H -5.6365 1.5530 -4.0977 0.4922 -0.0509 0.0620
H -4.3556 1.5598 -3.0227 -0.4278 0.1949 -0.2430
H -1.6116 0.2860 -0.9289 0.2469 -0.1533 0.2768
H -0.4303 1.1068 -1.8862 0.0516 0.0013 0.0784
H -2.3876 -0.8094 -2.6763 0.3568 -0.1213 0.1282
H -0.8825 -1.4900 -3.2022 0.2633 0.0335 0.3075
H -0.6972 0.1670 -4.8815 0.3040 0.2816 0.1661
H -1.3850 1.4237 -3.7630 0.2956 0.1256 -0.3137
H -2.2301 -1.3472 -5.6187 -0.1894 -0.2212 0.2561
H 2.5560 1.2478 -0.9835 -0.4458 -0.6168 -0.1731
H 1.3128 2.4141 -0.5924 -0.2851 -0.3721 -0.2604
H 3.1922 1.0673 1.3731 -0.4711 -0.1554 0.3314
H 2.0323 2.4302 1.7368 -0.0788 -0.5012 0.3208
H 3.7311 3.0689 -0.5771 0.0615 -0.1830 -0.0070
H 3.4240 3.9355 0.9107 -0.0608 0.0168 -0.2046
H 4.8657 2.2106 2.1201 0.3231 -0.0623 -0.0928
H 5.5476 1.8510 0.5101 0.3495 0.0443 0.2047
H 5.6647 3.5119 1.2532 0.3181 -0.2015 -0.2652
H 0.4708 0.6087 2.1524 -0.1066 0.2312 0.0234
H -0.8808 0.0420 1.2316 0.0683 -0.0910 -0.5724
H -0.0484 2.9119 1.7255 0.5238 -0.1399 -0.3981
H -2.7541 1.6340 1.4661 -0.0273 -0.0696 0.0672
H -1.7283 1.5136 2.9515 -0.2469 -0.1438 -0.0414
H -2.1891 3.0911 2.3862 -0.3447 -0.0323 -0.1917
H 4.1162 -0.6721 -2.2487 -0.0814 -0.1002 -0.1726
H 3.6866 -2.1856 -1.4253 -0.2316 -0.0864 -0.2068
H 3.5296 -0.6446 -0.6058 0.0749 -0.0573 -0.0461
H 1.5378 0.2502 -4.3892 -0.3327 0.0880 0.0157
H 2.9138 0.7943 -3.4784 -0.0197 -0.0174 0.0725
H 1.3612 1.4490 -3.0309 -0.1795 -0.0334 -0.2660
C 0.9234 5.5845 -0.4145 -0.0300 -0.1149 0.0218
Br -0.4929 6.1350 0.7719 0.0838 -0.0200 -0.0330
Br 0.2350 4.6613 -1.9568 0.0804 0.2784 -0.1826
Br 2.0657 7.0575 -0.9070 -0.0885 -0.0953 0.0330
H 1.5356 4.8775 0.1311 -0.0099 0.0190 -0.0323
C 5.3281 -1.0514 3.6343 -0.1193 -0.0495 0.0249
Br 4.8330 0.6514 4.3928 0.0810 -0.2234 0.0232
Br 6.0073 -0.8836 1.8394 -0.0091 -0.0525 0.1263
Br 6.5617 -2.0017 4.7731 -0.0075 0.0768 -0.0153
H 4.4243 -1.6430 3.5747 0.0235 0.1031 -0.0581
C -3.9682 7.6296 2.8307 -0.0186 0.0034 0.0138
Br -5.4365 8.2507 3.9140 0.1073 -0.0558 -0.0492
Br -2.2682 8.2195 3.5268 -0.1198 -0.0805 -0.0392
Br -4.0197 5.7162 2.5885 0.0339 0.1326 0.0277
H -4.0830 8.0762 1.8528 0.0099 -0.0195 0.0223
C 8.0390 -5.7037 6.2140 -0.0039 0.0033 -0.0007
Br 9.4785 -6.8651 5.6712 -0.1005 0.0598 0.0487
Br 6.3349 -6.3302 5.5672 0.0985 0.0231 0.0485
Br 8.0207 -5.4310 8.1222 -0.0038 -0.0329 -0.1218
H 8.2178 -4.7404 5.7563 -0.0041 -0.0314 -0.0009

---

Record 2
111
Properties=species:S:1:pos:R:3:forces:R:3 method="wB97M-V/def2-TZVPD" smiles="O=C1C=C(Cl)C(=O)C(CCCNCc2ccccc2O)=C1CCF.COP(=O)(OC)OC.COP(=O)(OC)OC.COP(=O)(OC)OC.COP(=O)(OC)OC" total_charge=0 multiplicity=1 orbital_gap_ev=4.582 total_energy_ha=-4584.74080
O -3.2964 -7.0769 0.6916 -4.5642 6.1498 2.6650
C -4.0570 -6.0622 1.1195 2.8960 -3.4961 -1.4204
C -4.4849 -4.9249 -0.0142 -2.0685 2.8105 1.5062
C -5.2778 -3.7129 0.3481 2.2114 -3.7875 0.3260
Cl -5.7642 -2.4769 -0.9448 0.7427 -1.9048 2.2993
C -5.6774 -3.5126 1.9295 -2.0342 4.5992 1.2228
O -6.2900 -2.3707 2.3179 3.7536 -7.1676 -2.2719
C -5.2935 -4.6629 3.0491 1.7199 -2.9701 -0.2389
C -5.7733 -4.3533 4.6070 -0.4812 1.6481 -1.1867
C -4.7072 -3.3396 5.4023 -0.1076 -1.0144 0.7628
C -3.1332 -3.6919 5.1102 1.0602 0.2038 1.0117
N -2.5633 -3.0916 3.8443 -0.7241 0.3883 0.7077
C -2.4582 -1.5839 3.8992 0.0443 0.3545 -1.8845
C -1.8740 -1.0987 2.4097 1.3834 1.4342 -3.3163
C -2.7494 -0.0665 1.4280 3.4780 -1.0433 -1.5711
C -2.1848 0.4776 -0.0407 2.3244 -2.2531 1.8925
C -0.7106 0.0215 -0.6309 -2.0738 -1.7467 4.8740
C 0.1496 -1.0342 0.3290 -3.0400 1.4066 0.4439
C -0.4121 -1.5847 1.8024 -0.9158 2.5508 -2.2958
O 0.4836 -2.5064 2.5216 -1.0689 2.1351 -0.9060
C -4.5125 -5.9197 2.7223 -1.9212 3.5863 -0.2786
C -4.1089 -7.0568 3.8654 0.1523 -0.6378 -0.9819
C -5.0038 -8.4481 3.6397 -0.2074 0.6395 -0.1831
F -4.7114 -9.1247 2.3491 -0.5413 1.5175 2.8543
H -4.1518 -5.0830 -1.1331 -0.6504 0.1328 2.6552
H -6.7725 -3.7120 4.5118 2.0718 -1.5691 0.1496
H -6.0270 -5.3185 5.2202 0.7903 1.8183 -1.4120
H -4.9903 -2.1994 5.2449 0.7329 -2.5640 0.0613
H -4.8896 -3.5745 6.5585 0.4416 0.6269 -2.4495
H -2.9232 -4.8670 5.1244 -0.7072 2.5958 -0.2176
H -2.4757 -3.2626 6.0064 -1.5210 -0.8683 -1.3855
H -1.6811 -3.5544 3.5342 -0.9654 0.7830 0.6404
H -3.5461 -1.0987 3.9608 2.4344 -1.1347 -0.0314
H -1.7919 -1.1903 4.7767 -1.0703 -0.5685 -1.5744
H -3.8161 0.3157 1.7544 2.4679 -0.9877 -0.5843
H -2.8319 1.2301 -0.6885 1.4392 -1.8168 1.6717
H -0.3214 0.4326 -1.6571 -0.7587 -0.9830 2.3198
H 1.2098 -1.3951 -0.0847 -2.5976 0.7483 1.2326
H 1.4204 -2.1571 2.5879 -1.8122 -0.2014 -0.4340
H -4.3345 -6.7169 4.9649 0.2362 -0.3700 -2.3363
H -2.9418 -7.2799 3.8228 -2.5703 0.4211 -0.1733
H -4.8451 -9.2305 4.5188 -0.1805 1.6942 -2.0491
H -6.1295 -8.0813 3.6072 2.2944 -1.0620 -0.0610
C 2.7068 4.4182 -2.6148 -0.4111 0.4152 -0.5635
O 2.6111 3.8138 -1.3337 1.4099 -2.0366 3.3648
P 1.2915 4.2531 -0.3047 -4.3617 5.3539 -7.6141
O 0.3298 4.1540 -1.4969 0.3177 -1.1451 0.8845
O 1.9032 5.7767 -0.1728 -0.0014 -0.7387 0.8997
C 3.0924 5.9109 0.5844 0.6449 0.3088 0.1129
O -0.0281 4.6925 0.7242 2.0763 -1.9818 2.7839
C -0.9995 5.6056 0.2370 -0.2699 0.1539 -0.6366
H 3.7455 4.3592 -2.9443 0.0706 -0.1431 0.2865
H 2.0862 3.8715 -3.3317 -0.0285 0.1701 0.1880
H 2.4118 5.4713 -2.5902 -0.0438 -0.1638 0.0017
H 3.9109 6.1816 -0.0886 0.0054 -0.1129 0.1397
H 3.3475 4.9826 1.1045 0.1825 0.1903 0.0140
H 2.9586 6.7059 1.3202 -0.0350 -0.0902 -0.0204
H -1.7341 5.0768 -0.3754 0.1913 0.1025 -0.0602
H -0.5387 6.4138 -0.3366 -0.0447 -0.1276 0.0005
H -1.5202 6.0408 1.0950 0.2890 -0.2206 0.1579
C 6.1880 6.8544 -7.2775 0.6553 -0.2687 0.3074
O 4.8349 6.4306 -7.3493 -3.9186 0.2742 -1.1364
P 4.4651 4.7732 -7.0186 9.7117 -1.7277 2.8880
O 5.4071 4.8055 -5.8072 -1.4588 0.3545 0.1149
O 5.2776 4.3219 -8.3784 -1.1692 -0.0599 0.1525
C 4.6665 4.6532 -9.6123 0.0181 0.1938 -0.7331
O 4.0954 3.1158 -6.6879 -3.6806 1.0087 -1.4367
C 5.1488 2.2436 -6.3079 0.6681 -0.0296 0.3974
H 6.2965 7.7569 -7.8814 -0.3419 -0.0381 -0.0913
H 6.4471 7.0990 -6.2426 -0.0297 -0.2181 -0.1585
H 6.8727 6.0948 -7.6659 -0.1012 0.0573 0.1282
H 5.2698 5.4167 -10.1115 -0.1746 -0.0090 0.0085
H 3.6506 5.0344 -9.4709 0.0966 0.0105 -0.2502
H 4.6279 3.7622 -10.2415 -0.0423 0.0391 0.0970
H 5.3512 2.3473 -5.2390 0.0971 0.1147 -0.1705
H 6.0564 2.4345 -6.8861 -0.0917 0.0456 0.1015
H 4.8260 1.2155 -6.4961 -0.3251 0.2344 -0.1779
C 0.7793 -0.0335 10.6386 0.6365 -0.4465 -0.1583
O -0.3443 0.4750 9.9354 -3.4806 2.1315 -0.4169
P -0.2897 0.5240 8.2069 8.8625 -5.1838 0.0363
O 0.3071 -0.8900 8.1864 -1.4786 0.2714 -0.0454
O 0.9011 1.6596 8.2779 -1.0890 0.2054 -0.3855
C 0.5138 2.9464 8.7251 0.1215 0.6481 0.3646
O -0.2351 0.5729 6.4785 -3.3435 2.1885 0.3688
C 0.9103 0.0585 5.8164 0.5139 -0.5190 0.0889
H 0.7581 0.3673 11.6534 -0.2892 0.1882 -0.0989
H 0.7188 -1.1248 10.6978 0.0679 0.1956 -0.1790
H 1.7213 0.2648 10.1693 -0.1399 -0.1020 0.0033
H 0.9699 3.1330 9.7015 -0.1628 0.0441 -0.0563
H -0.5733 3.0331 8.8143 0.1445 0.2086 0.0906
H 0.8735 3.6935 8.0154 -0.0690 -0.0804 0.0090
H 0.8295 -1.0272 5.7213 0.0951 0.0994 0.1536
H 1.8311 0.3259 6.3409 -0.1133 -0.0824 0.0051
H 0.9453 0.4876 4.8108 -0.3278 0.1901 0.1585
C 2.8235 -3.2354 -7.6718 0.5871 0.3614 0.3288
O 1.5655 -2.8683 -8.2180 -3.6130 -0.7011 -1.7524
P 0.8997 -1.3255 -7.8064 8.6851 2.6489 4.8324
O 2.2744 -0.6764 -8.0186 -0.9945 -0.1571 -1.0783
O 0.7219 -1.8199 -6.2454 -0.8788 0.1951 -0.7378
C -0.2813 -2.7905 -6.0061 -0.2823 -0.5976 0.3689
O 0.2340 0.2174 -7.3949 -3.3793 -1.5240 -1.8021
C 0.9879 1.0871 -6.5641 0.7914 0.2308 0.1125
H 2.8985 -4.3240 -7.6865 -0.3310 -0.0055 -0.1251
H 3.6305 -2.8259 -8.2876 -0.1741 0.0819 0.1882
H 2.9319 -2.8958 -6.6376 -0.0004 0.0350 -0.1659
H 0.1983 -3.7313 -5.7214 -0.1464 0.0234 -0.1011
H -0.9017 -2.9576 -6.8919 -0.0436 -0.1644 0.2037
H -0.9163 -2.4519 -5.1855 0.0280 0.0203 -0.0934
H 1.7209 1.6326 -7.1636 0.0508 -0.1971 0.1554
H 1.4867 0.5411 -5.7593 0.0024 0.0431 -0.1270
H 0.3023 1.8138 -6.1188 -0.2470 -0.2639 -0.1783